[1]
A molecular structure, C24H40I2InN7 at a distorted geometry. Source: OMol25; level of theory: ωB97M-V/def2-TZVPD.

CARTESIAN COORDINATES (ANGSTROEM)
In (0.053, 0.058, 0.177)
C (-0.951, 2.675, 1.942)
N (-0.707, 2.457, 0.499)
C (0.049, 3.607, -0.002)
C (-1.924, 2.200, -0.235)
C (-2.428, 3.102, -1.165)
C (-3.536, 2.777, -1.933)
C (-4.122, 1.530, -1.785)
C (-3.619, 0.618, -0.869)
C (-2.534, 0.943, -0.051)
N (-1.856, 0.079, 0.833)
C (-2.272, -1.206, 1.184)
C (-3.583, -1.690, 1.153)
C (-3.849, -3.028, 1.399)
C (-2.818, -3.920, 1.670)
C (-1.525, -3.439, 1.797)
C (-1.259, -2.089, 1.610)
N (0.075, -1.548, 1.779)
C (1.123, -2.572, 1.835)
C (0.128, -0.778, 3.050)
H (-1.260, 3.709, 2.115)
H (-1.731, 2.010, 2.290)
H (-0.036, 2.492, 2.509)
H (-0.470, 4.547, 0.210)
H (1.018, 3.650, 0.498)
H (0.193, 3.539, -1.079)
H (-1.973, 4.075, -1.287)
H (-3.937, 3.497, -2.633)
H (-4.977, 1.256, -2.390)
H (-4.056, -0.367, -0.822)
H (-4.400, -1.003, 0.993)
H (-4.874, -3.374, 1.391)
H (-3.026, -4.968, 1.837)
H (-0.735, -4.119, 2.084)
H (0.982, -3.220, 2.703)
H (1.116, -3.173, 0.929)
H (2.090, -2.081, 1.931)
H (0.223, -1.472, 3.888)
H (0.993, -0.118, 3.053)
H (-0.783, -0.207, 3.166)
I (2.988, -1.377, -0.740)
C (3.962, 0.126, 0.365)
I (2.583, 1.463, 1.258)
H (4.604, 0.690, -0.301)
H (4.521, -0.342, 1.165)
C (0.687, 3.134, -3.824)
C (1.762, 2.124, -3.423)
C (1.779, 0.937, -4.379)
C (3.130, 2.793, -3.386)
N (1.558, 1.617, -2.036)
N (0.330, 0.884, -1.869)
H (0.854, 3.478, -4.845)
H (0.708, 4.013, -3.175)
H (-0.322, 2.709, -3.806)
H (2.151, 1.253, -5.352)
H (0.782, 0.519, -4.549)
H (2.441, 0.150, -4.008)
H (3.359, 3.238, -4.354)
H (3.907, 2.064, -3.148)
H (3.160, 3.593, -2.640)
H (1.509, 2.408, -1.402)
H (0.434, 0.023, -2.403)
H (-0.479, 1.381, -2.253)
C (0.200, -5.071, -2.056)
N (-0.875, -4.077, -1.941)
C (-2.229, -4.450, -2.383)
C (-0.637, -2.885, -1.500)
N (-0.468, -1.819, -1.069)
H (0.296, -5.384, -3.095)
H (-0.037, -5.933, -1.435)
H (1.139, -4.637, -1.723)
H (-2.199, -4.736, -3.433)
H (-2.899, -3.604, -2.254)
H (-2.584, -5.285, -1.782)

Properties
* 2S+1: 1
* E_tot: -57328.3968 eV
* total charge: +2
* relative energy (zero: lowest compared OMol25 entry of this formula, charge and spin): 0.000 eV

Mulliken population analysis, charges in e, atoms 1 to 6:
1. In 1.197
2. C -1.067
3. N 0.663
4. C -2.019
5. C -0.089
6. C -0.116

***

[2]
7 unconnected molecules or ions with the total composition C9H32O7 at a distorted geometry. Source: OMol25; level of theory: ωB97M-V/def2-TZVPD.

CARTESIAN COORDINATES (ANGSTROEM)
C (-42.469, -13.494, -1.450)
C (-41.414, -13.662, -2.543)
C (-40.244, -14.676, -2.154)
O (-41.896, -14.071, -3.829)
H (-42.788, -14.439, -1.011)
H (-43.318, -12.861, -1.710)
H (-42.017, -13.010, -0.585)
H (-40.957, -12.679, -2.653)
H (-39.446, -14.294, -1.517)
H (-39.658, -14.957, -3.028)
H (-40.556, -15.583, -1.637)
H (-42.600, -13.478, -4.104)
C (-36.906, -21.739, -6.428)
O (-35.829, -22.679, -6.218)
H (-36.552, -21.021, -7.167)
H (-37.829, -22.257, -6.689)
H (-37.000, -21.221, -5.474)
H (-36.044, -23.380, -5.599)
C (-35.604, -19.317, -3.778)
O (-35.821, -18.147, -4.502)
H (-34.887, -19.265, -2.959)
H (-36.613, -19.627, -3.508)
H (-35.135, -20.067, -4.415)
H (-35.095, -17.586, -4.218)
C (-39.893, -19.524, -0.237)
O (-41.036, -19.021, 0.277)
H (-39.463, -20.422, 0.207)
H (-39.931, -19.761, -1.300)
H (-39.116, -18.783, -0.050)
H (-41.069, -19.382, 1.166)
C (-39.208, -17.895, -4.044)
O (-38.706, -18.670, -5.034)
H (-39.600, -18.614, -3.324)
H (-38.476, -17.270, -3.533)
H (-40.098, -17.369, -4.391)
H (-37.756, -18.541, -4.984)
C (-37.671, -18.773, -8.877)
O (-39.020, -19.333, -8.956)
H (-37.685, -17.920, -9.555)
H (-37.326, -18.537, -7.870)
H (-37.003, -19.542, -9.265)
H (-39.601, -18.691, -8.543)
C (-41.814, -19.072, -6.351)
O (-40.716, -18.261, -6.762)
H (-41.792, -20.162, -6.353)
H (-42.012, -18.689, -5.350)
H (-42.546, -18.780, -7.104)
H (-39.955, -18.524, -6.238)

Properties
* 2S+1: 1
* E_tot: -24180.3401 eV
* SMILES: CC(C)O.CO.CO.CO.CO.CO.CO
* relative energy (zero: lowest compared OMol25 entry of this formula, charge and spin): 4.870 eV

Mulliken population analysis, charges in e, atoms 1 to 6:
1. C -1.228
2. C 0.476
3. C -1.122
4. O -0.517
5. H 0.305
6. H 0.367

***

no.,M (g/mol),lowest unoccupied orbital energy (eV)
1,795.3,-6.5
2,252.3,0.4